P:
The following is a DFT calculation (ωB97M-V/def2-TZVPD) of a gas-phase ion, C4H10NOS (charge -1).

Calculated values
* E_LUMO: 0.1210 hartree
* SMILES: C[C@@H](CS)NC[O-]
* charge: -1
* HOMO energy: -2.66 eV
* gap between HOMO and LUMO: 5.95 eV

Structure (XYZ):
```
17
Properties=species:S:1:pos:R:3:nbo_charge:R:1
H 0.0284 -2.2275 -0.3936 0.20
H 1.5556 -1.3235 -0.2463 0.23
H 0.2942 0.5970 0.6832 0.24
C -0.2475 -0.1210 0.1306 -0.10
H 0.1728 2.4525 -1.1952 0.04
C 0.6123 -1.4845 0.2306 -0.51
S 0.8688 -2.1110 1.9217 -0.12
N -0.1660 0.4286 -1.2525 -0.72
O 1.6432 1.6091 -0.1075 -0.91
C 0.8660 1.6570 -1.1688 0.15
H 1.4937 -1.1017 2.5283 0.13
H 1.2288 1.7604 -2.1809 0.07
H -1.0257 0.9130 -1.5526 0.32
H -2.1569 0.7688 0.1589 0.20
H -1.8235 -1.2539 0.1534 0.20
H -1.6964 -0.3167 1.6989 0.21
C -1.6479 -0.2466 0.5917 -0.63
```

Q:
The following is a DFT calculation (ωB97M-V/def2-TZVPD) of a gas-phase ion, C4H10NOS (charge -1).

Calculated values
* E_LUMO: 0.1173 hartree
* SMILES: C[C@@H](CS)NC[O-]
* charge: -1
* HOMO energy: -2.71 eV
* gap between HOMO and LUMO: 5.90 eV

Structure (XYZ):
```
17
Properties=species:S:1:pos:R:3:nbo_charge:R:1
H -1.6917 -1.1909 -1.8994 0.19
H 2.5474 -1.9784 -0.8354 0.08
H 0.3896 -1.8014 -1.5443 0.33
H -0.4614 2.8730 0.1132 0.10
H -2.3962 -0.0024 -0.8425 0.20
C -1.5810 -0.7323 -0.9018 -0.63
N 0.8435 -0.9292 -1.2985 -0.68
O 1.3867 -1.7824 0.8533 -0.95
C 0.0192 0.5570 0.5498 -0.48
S -1.1056 1.9954 0.8936 -0.13
C -0.2278 -0.0161 -0.8428 -0.06
H 1.0242 0.9533 0.6203 0.22
H -0.1836 -0.1770 1.3126 0.26
H -1.5794 -1.4951 -0.1206 0.22
C 1.8698 -1.2882 -0.2688 0.13
H -0.2751 0.7955 -1.5676 0.15
H 2.4773 -0.3450 -0.1563 0.05
```

Unit: hartree. Relative energies: P 0.0476; Q 0.0000.

P:
The following is a DFT calculation (ωB97M-V/def2-TZVPD) of 4 unconnected molecules or ions with the total composition C3H15N2O2.

Calculated values
* E_LUMO: -0.1711 hartree
* charge: +1
* HOMO energy: -13.24 eV
* gap between HOMO and LUMO: 8.59 eV

Structure (XYZ):
```
22
Properties=species:S:1:pos:R:3:nbo_charge:R:1
H 0.1422 -0.5757 0.8274 0.29
C -0.7317 -0.2188 0.2893 -0.38
N -0.4817 0.7855 -2.7745 -1.09
H -1.5995 0.5654 2.0025 0.32
C -2.0801 -0.0371 1.2196 -0.27
O 5.7315 -0.2714 1.2439 -0.95
H -4.0637 0.5011 1.0799 0.40
H 5.2044 -0.0217 2.0081 0.47
H 2.3379 0.4949 0.0620 0.47
H -0.4565 1.5613 -3.4278 0.38
H 6.5911 0.1593 1.3415 0.47
O 2.6801 -0.3168 0.4483 -0.94
H -0.1328 0.0054 -3.3213 0.37
H -0.6049 0.6794 -0.3021 0.30
H -1.5144 -2.2405 0.2348 0.25
H -1.4936 0.5954 -2.7386 0.35
H -2.3668 -1.0340 -0.8273 0.26
N -3.1844 0.6560 0.6169 -0.83
H 2.9620 -0.8548 -0.2986 0.48
H -3.0003 1.6425 0.5283 0.39
C -1.5821 -1.2233 -0.1143 -0.04
H -2.3568 -0.8523 1.9021 0.29
```

Q:
The following is a DFT calculation (ωB97M-V/def2-TZVPD) of a molecular structure, C3H15N2O2.

Calculated values
* E_LUMO: -0.3470 hartree
* charge: +1
* HOMO energy: -14.69 eV
* gap between HOMO and LUMO: 5.24 eV

Structure (XYZ):
```
22
Properties=species:S:1:pos:R:3:nbo_charge:R:1
H -1.2103 1.1042 -1.9356 0.26
H -2.0991 -2.1911 0.3151 0.26
H 0.7222 -0.7154 1.4574 0.50
C -0.4340 1.5841 -0.0823 -0.25
H 4.6861 -0.6628 -1.6774 0.03
O 1.0750 -1.3009 -0.0526 -0.88
H -0.5081 -0.8872 -0.9229 0.43
H 4.3599 -0.2919 -1.0528 -0.03
N -1.4100 -0.5402 -0.7956 -0.19
H -3.0637 -0.7945 0.4145 0.23
H 1.6281 1.9965 -0.5281 0.42
O 0.4748 -0.3107 2.2610 -0.98
C -2.0328 -1.1131 0.4126 -0.48
C -1.4676 0.8940 -0.9160 -0.28
H 1.6717 -2.1010 -0.0548 0.50
H -0.6973 2.6878 -0.1248 0.25
H -0.4829 1.3398 0.9122 0.28
H 0.7427 -0.6881 3.1197 0.51
H 1.3026 0.3141 -0.5493 0.44
H -1.5584 -0.9392 1.3560 0.30
N 0.8313 1.3223 -0.7694 -0.59
H -2.5302 1.2933 -0.7869 0.28
```

Unit: hartree. Relative energies: P 0.0000; Q 0.1922.

P:
The following is a DFT calculation (ωB97M-V/def2-TZVPD) of 2 unconnected molecules or ions with the total composition C4H9O.

Calculated values
* E_LUMO: 0.1538 hartree
* charge: -1
* HOMO energy: -1.62 eV
* gap between HOMO and LUMO: 5.81 eV

Structure (XYZ):
```
14
Properties=species:S:1:pos:R:3:nbo_charge:R:1
C -0.0439 -1.0564 1.4139 -0.60
H 0.3193 1.0096 0.5688 0.22
C 0.5674 -0.0266 0.4749 -0.33
O 2.7573 1.0403 -0.0157 -0.93
C 2.0946 -0.0969 0.1227 0.19
H -0.9187 -1.5632 0.9957 0.17
H -5.1226 2.9652 -2.3241 0.01
H 2.6309 -0.9811 0.5212 0.07
H -0.3509 -0.6154 2.3742 0.18
H 0.8311 -0.0069 -1.7591 0.19
C 1.0201 -0.5768 -0.8533 -0.54
H 0.7202 -1.7910 1.6641 0.19
H -5.7489 3.3018 -2.0743 -0.01
H 1.2441 -1.6026 -1.1090 0.19
```

Q:
The following is a DFT calculation (ωB97M-V/def2-TZVPD) of 2 unconnected molecules or ions with the total composition C4H9O.

Calculated values
* E_LUMO: 0.1345 hartree
* charge: -1
* HOMO energy: -1.83 eV
* gap between HOMO and LUMO: 5.49 eV

Structure (XYZ):
```
14
Properties=species:S:1:pos:R:3:nbo_charge:R:1
C 0.4347 -0.8454 -1.0282 -0.20
O -2.7058 0.8160 1.6220 -0.98
H -2.0468 2.8075 1.3927 0.06
C -1.7886 1.7855 1.7929 -0.17
H 0.0535 0.5871 0.4480 0.23
C 0.7766 -0.0963 0.0065 -0.37
H 2.4052 -1.4152 -1.5374 0.20
H 1.2573 -1.6560 -2.7977 0.20
H -0.5983 -0.8992 -1.3384 0.20
H 1.3823 -2.8535 -1.4812 0.21
C 1.3927 -1.7862 -1.7186 -0.64
H 1.7763 0.0373 0.4271 0.17
H -0.7972 1.5454 1.3390 0.05
H -1.5418 1.9730 2.8733 0.06
```

R:
The following is a DFT calculation (ωB97M-V/def2-TZVPD) of 2 unconnected molecules or ions with the total composition C4H9O.

Calculated values
* E_LUMO: 0.1446 hartree
* charge: -1
* HOMO energy: -2.17 eV
* gap between HOMO and LUMO: 6.10 eV

Structure (XYZ):
```
14
Properties=species:S:1:pos:R:3:nbo_charge:R:1
H -2.9312 1.5721 0.7598 0.07
H 2.7275 -1.6352 -1.9104 0.18
C 0.3496 -0.9191 -0.5588 -0.71
H -3.1381 0.9324 2.4407 0.07
H 3.3782 0.0868 -1.9819 0.18
H 0.6487 -1.8867 -0.1589 0.19
H -0.4544 -1.0702 -1.2807 0.20
H 1.3199 0.9473 -1.0103 0.19
C -2.3812 1.2089 1.6656 -0.19
C 2.5800 -0.5861 -1.6888 -0.47
O -1.4354 0.2609 1.5279 -0.98
H -0.0980 -0.3778 0.2988 0.33
C 1.4602 -0.1175 -1.1644 -0.12
H -1.9855 2.1785 2.0721 0.06
```

S:
The following is a DFT calculation (ωB97M-V/def2-TZVPD) of 2 unconnected molecules or ions with the total composition C4H9O.

Calculated values
* E_LUMO: 0.1507 hartree
* charge: -1
* HOMO energy: -1.70 eV
* gap between HOMO and LUMO: 5.80 eV

Structure (XYZ):
```
14
Properties=species:S:1:pos:R:3:nbo_charge:R:1
H 2.8393 -0.6664 -0.8381 0.20
H -1.2061 -2.1948 -1.3561 0.20
C -0.8340 -1.3040 -0.8729 -0.66
H -1.3204 -1.2625 0.0825 0.23
O 0.0367 1.9266 0.8419 -0.98
H -1.1847 -0.4329 -1.5530 0.22
H -1.5915 1.7218 2.2812 0.04
H -1.9013 0.9365 0.6982 0.09
H -0.7162 0.3172 1.8075 0.07
H 0.9259 -1.9434 0.3480 0.17
H 1.4807 0.1300 -1.7585 0.18
C -1.0902 1.2457 1.3003 -0.21
C 1.7132 -0.6892 -1.0452 -0.42
C 0.6077 -1.2556 -0.4566 -0.14
```

Unit: hartree. Relative energies: P 0.0314; Q 0.0137; R 0.0000; S 0.0450.